[1]
A 3-piece molecular cluster, C4H12NO overall in a non-equilibrium geometry, computed with ωB97M-V with the def2-TZVPD basis set.

As for the charge: +1. The value obtained for the energy above the lowest of the compared OMol25 structures with the same formula, charge and spin is 119.4 kcal/mol. The value obtained for the calculated total energy is -289.18454 hartree. The spin multiplicity is 1. The calculation puts the LUMO energy at -8.256 eV.

Cartesian coordinates (Å):
O (-3.3502, -0.1087, 1.8006)
N (-1.4266, 1.0777, -0.1587)
C (0.8672, 0.4125, -0.6474)
C (-0.4718, 0.2381, -0.1324)
C (1.9507, -0.4143, -0.2101)
C (2.6496, 0.4146, 0.9017)
H (2.9572, 1.3656, 0.4560)
H (-2.7683, -1.8103, -2.2012)
H (1.0440, 1.2981, -1.2641)
H (-2.8336, 0.2061, 1.0487)
H (-3.9062, -0.7959, 1.4702)
H (-1.0889, 2.0163, -0.4117)
H (3.5835, -0.0607, 1.1488)
H (1.5430, -1.3532, 0.1206)
H (-0.6682, -0.7761, 0.2298)
H (2.6561, -0.6278, -1.0008)
H (2.0504, 0.6060, 1.7846)
H (-2.7879, -1.6880, -2.9348)

These are the Löwdin partial charges, in e, on atoms 1 to 8: -0.050, 0.239, 0.143, -0.150, -0.180, -0.003, 0.099, -0.003

***

[2]
C8H18O4Tm as an isolated structure in a non-equilibrium geometry, computed with ωB97M-V with the def2-TZVPD basis set.

As for the charge: +2. The value obtained for the calculated total energy is -1700.92866 hartree. The expectation value of S² is 3.77. The spin multiplicity is 4. The calculation puts the LUMO energy (spin up / spin down) at -8.404 / -8.597 eV.

Cartesian coordinates (Å):
Tm (1.7702, -0.9822, 1.7829)
O (2.2337, -1.7982, -0.1350)
O (1.7850, 0.9593, 0.8932)
O (-3.0202, -0.4355, 0.4982)
O (-5.3043, 0.9877, 1.7622)
C (0.9160, -0.0333, -1.1235)
C (-2.1767, -1.0678, -0.3987)
C (2.2272, 2.1221, 1.5994)
C (-4.2560, 1.5440, 1.1069)
C (1.3439, 1.2307, -0.4519)
C (3.0263, -2.9749, -0.3176)
C (-3.6688, 0.7082, -0.0245)
C (1.9308, -1.1070, -1.3689)
H (-1.9898, -2.0901, -0.0521)
H (-3.4160, 1.7964, 1.8064)
H (2.5315, 1.8040, 2.6015)
H (1.5396, -1.8495, -2.0751)
H (-2.9434, 1.3111, -0.6057)
H (2.4288, -3.7332, -0.8400)
H (2.8740, -0.6929, -1.7601)
H (0.2645, 0.1370, -1.9810)
H (3.0821, 2.5611, 1.0687)
H (-4.5259, 2.5321, 0.6490)
H (0.5091, 1.9420, -0.3961)
H (-0.9009, -0.6115, -0.5705)
H (-4.4757, 0.3915, -0.7131)
H (1.4027, 2.8432, 1.6683)
H (3.9244, -2.7212, -0.8953)
H (2.1848, 1.7012, -0.9900)
H (3.3093, -3.3423, 0.6740)
H (-2.6062, -1.1322, -1.4114)

These are the Löwdin partial charges, in e, on atoms 1 to 8: 1.590, -0.404, -0.400, -0.158, 0.080, -0.066, -0.106, -0.019

***

[3]
C14H24AlCl25PS as an isolated structure in a non-equilibrium geometry, computed with ωB97M-V with the def2-TZVPD basis set.

As for the charge: -1. The value obtained for the calculated total energy is -13034.59725 hartree. The spin multiplicity is 1. The calculation puts the LUMO energy at 1.625 eV.

Cartesian coordinates (Å):
Cl (-0.9786, 5.3123, 1.4753)
Cl (3.8435, 2.8612, 2.3091)
Cl (5.9897, -4.5034, -1.3361)
Cl (-2.7397, 0.3911, -8.5198)
Cl (5.6672, 6.6909, 5.8604)
Cl (-0.4144, -6.4885, -4.4666)
Cl (0.4821, 2.8793, 0.8192)
Cl (-1.2065, -0.7359, 6.7048)
Cl (-3.2753, -2.0242, 8.2996)
Cl (3.5229, -4.5394, -2.8844)
Cl (3.0178, 1.7644, 4.8780)
Cl (-0.5942, -0.6766, -6.8644)
Cl (1.2178, 3.5719, -3.5688)
Cl (1.0217, -1.3557, -1.7981)
Cl (-3.0688, -5.4763, -3.8233)
Cl (8.4460, 7.1511, 5.1181)
Cl (6.3005, 8.2188, 3.4628)
Cl (-3.3730, -1.1368, -6.1222)
Cl (-1.1020, -3.7216, -5.0627)
Cl (4.7318, 4.1175, 4.7822)
Cl (-3.5693, -1.8399, 5.4077)
Cl (0.6762, 4.0181, 3.4929)
Cl (1.8648, 1.6910, -5.6966)
Cl (-0.3761, 1.1584, -3.9139)
Cl (5.3271, -2.2606, -3.0725)
S (-1.2799, -1.0771, 2.7671)
P (-2.2240, -2.4812, -0.2491)
Al (-0.6545, -0.7266, -0.3754)
C (-2.6168, 0.1762, 3.1586)
C (-0.0039, -0.4097, 1.5686)
C (-1.4382, -4.1255, -0.9000)
C (-3.7034, -2.1173, -1.4001)
C (-1.7094, -5.3826, -4.9561)
C (-2.9293, 1.2562, 1.9654)
C (-2.2334, -0.0035, -6.8684)
C (0.4974, 4.3764, 1.7668)
C (-3.3366, -1.3025, -2.7742)
C (4.6779, -3.5203, -2.0088)
C (6.8068, 7.8241, 5.1142)
C (1.2431, 1.8658, -4.0466)
C (4.3157, 2.5858, 3.9946)
C (-2.4229, -2.0236, 6.7463)
H (-3.6538, -1.9292, -3.7387)
H (-1.0551, -3.9906, -2.0177)
H (-3.6160, -0.4371, 3.3693)
H (-2.2506, -4.9961, -0.9570)
H (4.1520, -3.0357, -1.1822)
H (-0.5114, -4.4811, -0.2725)
H (-1.4127, 0.5898, -0.8197)
H (6.8114, 8.7453, 5.7025)
H (-3.9609, -0.2961, -2.8250)
H (-1.9124, -2.9834, 6.6333)
H (0.9645, -1.0968, 1.6857)
H (1.9105, 1.3281, -3.3684)
H (-2.2111, -1.0078, -2.8969)
H (5.1994, 1.9425, 4.0040)
H (1.3540, 4.9763, 1.4491)
H (-4.1601, -3.1751, -1.7046)
H (-4.5269, -1.5262, -0.7995)
H (-2.0640, -5.6838, -5.9452)
H (-3.0062, 0.8002, 0.8882)
H (-2.2288, 0.9177, -6.2801)
H (-2.3656, 0.7660, 4.1457)
H (0.3541, 0.6849, 1.7774)
H (-2.2020, 2.1975, 1.9686)
H (-4.0085, 1.7095, 2.2000)

These are the Löwdin partial charges, in e, on atoms 1 to 8: 0.516, 0.521, 0.495, 0.505, 0.482, 0.508, 0.557, 0.517

***

[4]
A 2-piece molecular cluster, C3H10OS2 overall in a non-equilibrium geometry, computed with ωB97M-V with the def2-TZVPD basis set.

The value obtained for the energy above the lowest of the compared OMol25 structures with the same formula, charge and spin is 12.3 kcal/mol. The value obtained for the calculated total energy is -991.89199 hartree. The spin multiplicity is 1. The calculation puts the LUMO energy at 0.677 eV.

Cartesian coordinates (Å):
S (-0.8291, 2.0433, 0.5517)
S (0.2540, -0.6655, -0.3838)
O (3.0052, -2.6788, -0.8794)
C (-0.0888, -1.1730, 1.3349)
C (-2.2221, 1.9436, -0.6862)
C (0.5102, 1.0788, -0.2333)
H (3.0088, -2.9079, 0.0775)
H (-0.6942, -0.4667, 1.9274)
H (-3.1084, 2.5443, -0.4211)
H (-2.5454, 0.9076, -0.8832)
H (2.1909, -2.1403, -1.0025)
H (-1.7808, 2.3559, -1.6092)
H (1.4519, 1.1509, 0.3442)
H (0.6923, 1.5229, -1.2308)
H (-0.6697, -2.0995, 1.1909)
H (0.8251, -1.4155, 1.9028)

These are the Löwdin partial charges, in e, on atoms 1 to 8: 0.716, 0.757, -0.111, -0.394, -0.383, -0.854, 0.040, 0.022

***

[5]
One molecule with the formula C5H8O2, computed with ωB97M-V with the def2-TZVPD basis set.

The value obtained for the energy above the lowest of the compared OMol25 structures with the same formula, charge and spin is 58.3 kcal/mol. The value obtained for the calculated total energy is -345.71204 hartree. The spin multiplicity is 1. The calculation puts the LUMO energy at 0.669 eV.

Cartesian coordinates (Å):
O (-0.9105, 2.0872, -0.4198)
O (-0.6197, -0.3225, -1.6755)
C (2.0321, 0.6847, 0.4628)
C (-0.5804, 0.9955, 0.3774)
C (-0.8394, -1.6124, 0.4252)
C (-0.3800, -0.3640, -0.2871)
C (0.7616, 0.4097, 0.2481)
H (2.2390, 1.6139, 0.9855)
H (-1.0668, 1.0296, 1.3504)
H (-0.6940, -1.4929, 1.5042)
H (0.1878, -0.5808, -2.1355)
H (-0.8386, 1.7674, -1.3338)
H (2.8753, 0.0685, 0.1599)
H (-1.9012, -1.7948, 0.2327)
H (-0.2651, -2.4890, 0.1056)

These are the Löwdin partial charges, in e, on atoms 1 to 8: 0.009, 0.023, 0.085, -0.250, -0.004, -0.452, -0.166, 0.069

***

[6]
An isolated ion of composition C2H4BrN4O2 and charge +1 in a non-equilibrium geometry, computed with ωB97M-V with the def2-TZVPD basis set.

As for the charge: +1. The value obtained for the energy above the lowest of the compared OMol25 structures with the same formula, charge and spin is 32.2 kcal/mol. The value obtained for the calculated total energy is -3021.63871 hartree. The spin multiplicity is 1. The calculation puts the LUMO energy at -6.268 eV.

Cartesian coordinates (Å):
Br (4.1088, 0.9765, -0.0534)
O (4.0658, -1.7539, -0.0989)
O (2.3346, -2.9895, 0.0885)
N (-0.1141, 1.0562, -0.0456)
N (2.3969, 0.4533, 0.0112)
N (2.9173, -1.9683, 0.0105)
N (-0.3647, -0.2416, 0.0665)
C (1.9719, -0.7501, -0.0192)
C (0.5960, -1.0968, -0.0239)
H (0.4839, -2.1105, -0.0483)
H (-1.2326, -0.7030, 0.2399)
H (-0.7220, 1.7331, 0.3607)
H (0.7828, 1.4073, -0.4832)

These are the Löwdin partial charges, in e, on atoms 1 to 8: 0.943, 0.066, 0.131, 0.141, -0.393, -0.369, 0.071, -0.242

***

Question: calculated total energy of number 2 (C8H18O4Tm)?
Answer: -1700.92866 hartree

***

Question: Which of these has the highest calculated total energy?
Answer: C4H12NO